Formula: C8H12N3
Source: the Open Molecules 2025 dataset
Level of theory: ωB97M-V/def2-TZVPD

Structure (XYZ):
```
23
Properties=species:S:1:pos:R:3:nbo_charge:R:1
C -1.175 1.372 2.119 -0.11
C -0.822 0.449 3.121 0.03
C -0.705 0.981 -0.405 0.00
C -0.606 0.769 0.922 -0.24
C 0.016 -0.516 1.312 0.33
C 0.945 -0.808 -0.784 0.14
C 2.337 -0.031 -0.936 -0.59
C -1.308 -0.689 -2.182 -0.40
N 0.703 -1.239 0.533 -0.45
N -0.207 -0.699 2.683 -0.46
N -0.232 0.027 -1.436 -0.41
H -1.596 2.382 2.285 0.26
H -1.183 0.462 4.095 0.22
H -1.025 1.918 -0.770 0.21
H 0.891 -1.634 -1.486 0.20
H 2.514 0.609 -0.145 0.23
H 2.267 0.523 -1.933 0.19
H 3.100 -0.707 -0.986 0.25
H -1.574 -1.558 -1.708 0.23
H -2.182 -0.130 -2.308 0.24
H -0.836 -0.943 -3.138 0.23
H 0.367 -1.284 3.265 0.45
H 0.309 0.746 -2.117 0.46
```

Expectation value of S² ... 2.02
DFT total energy ... -12950.2841 eV
Charge ... +1
2S+1 ... 3
Maximum force ... 5.063 eV/A
ΔE to the lowest compared entry with this formula, charge and spin ... 0.7805 eV
Gap between HOMO and LUMO (spin up / spin down) ... 7.074 / 7.621 eV


Formula: C44H77BrClMgN11O4
Source: the Open Molecules 2025 dataset
Level of theory: ωB97M-V/def2-TZVPD

Structure (XYZ):
```
139
Properties=species:S:1:pos:R:3:mulliken_charge:R:1
Mg 6.235 14.983 -8.620 0.49
Br 7.545 13.059 -8.860 -0.44
Cl 2.839 13.568 -9.813 1.81
O 4.224 13.961 -9.795 -0.70
O 2.052 14.722 -9.639 -0.68
O 2.554 12.972 -11.107 -0.74
O 2.720 12.583 -8.774 -0.69
C 10.654 15.822 -11.703 -1.07
C 9.776 15.076 -12.638 -0.75
C 8.388 15.727 -12.834 -0.43
C 7.564 15.773 -11.624 0.21
N 6.810 15.812 -10.719 -0.05
H 11.643 15.382 -11.571 0.40
H 10.144 15.835 -10.739 0.04
H 10.672 16.893 -11.899 0.40
H 9.639 14.035 -12.347 0.13
H 10.249 15.067 -13.621 0.43
H 7.855 15.176 -13.609 0.40
H 8.528 16.741 -13.208 0.21
C 3.392 20.277 -8.972 -0.94
C 2.483 19.362 -8.111 -0.63
C 2.450 17.869 -8.517 -0.41
C 3.758 17.222 -8.705 0.12
N 4.829 16.725 -8.800 -0.33
H 4.400 19.866 -8.913 0.04
H 3.370 21.292 -8.574 0.45
H 3.161 20.228 -10.036 0.35
H 1.466 19.751 -8.060 0.43
H 2.849 19.475 -7.091 0.21
H 2.023 17.793 -9.517 0.34
H 1.903 17.226 -7.827 0.39
C 7.438 10.011 -12.174 -0.89
C 5.937 9.983 -12.464 -0.89
C 5.190 11.259 -12.006 1.17
C 5.687 12.482 -12.668 -0.05
N 6.052 13.438 -13.206 -0.49
H 7.926 9.146 -12.622 0.46
H 7.701 10.082 -11.118 0.15
H 7.821 10.926 -12.625 0.27
H 5.443 9.146 -11.970 0.31
H 5.883 9.881 -13.548 0.37
H 5.407 11.496 -10.964 -0.93
H 4.110 11.201 -12.142 0.51
C 4.095 17.428 -15.100 -1.47
C 4.632 16.213 -14.217 0.34
C 3.820 15.995 -12.954 0.76
C 3.580 17.212 -12.154 0.24
N 3.361 18.184 -11.550 -0.61
H 4.628 17.550 -16.043 0.43
H 4.138 18.412 -14.632 0.25
H 3.073 17.177 -15.385 0.42
H 5.686 16.293 -13.952 -0.54
H 4.590 15.343 -14.873 0.46
H 4.367 15.307 -12.310 -0.82
H 2.839 15.568 -13.163 0.50
C 12.567 11.719 -11.940 -1.18
C 11.298 11.076 -11.310 -0.45
C 10.703 11.864 -10.154 1.38
C 11.724 12.283 -9.208 -0.03
N 12.564 12.586 -8.446 -0.62
H 12.977 10.981 -12.631 0.37
H 13.277 11.885 -11.130 0.35
H 12.475 12.682 -12.442 0.22
H 11.591 10.102 -10.918 0.43
H 10.524 10.822 -12.034 0.21
H 9.917 11.291 -9.662 0.01
H 10.157 12.739 -10.507 -0.68
C 11.132 15.290 -6.151 -0.75
C 10.758 16.805 -6.171 -0.61
C 10.105 17.244 -7.482 -0.62
C 8.787 16.672 -7.732 0.14
N 7.693 16.257 -7.946 -0.03
H 11.362 15.069 -5.109 0.26
H 12.006 15.258 -6.803 0.45
H 10.307 14.693 -6.540 -0.03
H 11.635 17.421 -5.973 0.48
H 10.068 17.111 -5.385 0.22
H 10.704 17.120 -8.385 0.40
H 9.880 18.304 -7.365 0.31
C 1.801 14.255 -5.734 -1.07
C 2.741 13.205 -5.070 -0.48
C 4.156 13.723 -4.709 -0.71
C 4.914 14.212 -5.842 0.32
N 5.485 14.601 -6.796 0.67
H 2.018 14.587 -6.749 0.03
H 1.662 15.159 -5.141 0.38
H 0.791 13.855 -5.827 0.46
H 2.779 12.294 -5.667 0.17
H 2.252 12.980 -4.123 0.36
H 4.762 12.906 -4.316 0.17
H 4.096 14.560 -4.014 0.52
C 6.417 20.508 -6.534 -0.63
C 6.880 20.157 -5.029 -0.86
C 6.776 18.653 -4.670 0.47
C 5.451 18.062 -5.033 0.22
N 4.411 17.599 -5.315 -0.53
H 5.415 20.093 -6.636 -0.05
H 7.124 20.154 -7.285 0.20
H 6.410 21.587 -6.687 0.44
H 6.226 20.725 -4.367 0.35
H 7.891 20.496 -4.802 0.38
H 6.940 18.528 -3.599 0.42
H 7.580 18.060 -5.106 -0.39
C 7.790 20.485 -14.034 -1.46
C 6.532 19.793 -13.468 -0.03
C 6.344 19.925 -11.941 0.79
C 7.491 19.330 -11.288 0.15
N 8.363 18.788 -10.723 -0.51
H 7.903 21.544 -13.802 0.35
H 7.831 20.470 -15.123 0.41
H 8.673 19.941 -13.697 0.31
H 6.509 18.745 -13.769 -0.24
H 5.644 20.292 -13.855 0.43
H 5.433 19.379 -11.697 -0.68
H 6.232 20.945 -11.573 0.48
C 9.918 13.055 -2.941 -1.32
C 9.375 12.436 -4.281 -0.61
C 7.981 12.887 -4.622 0.58
C 7.848 14.378 -4.640 0.04
N 7.745 15.529 -4.668 -0.38
H 9.975 14.142 -2.996 0.30
H 10.933 12.718 -2.730 0.38
H 9.269 12.843 -2.091 0.38
H 9.377 11.353 -4.162 0.44
H 10.082 12.570 -5.100 0.21
H 7.299 12.482 -3.874 0.33
H 7.767 12.602 -5.652 -0.34
C 5.255 7.683 -7.696 -1.17
C 4.765 8.805 -8.644 -0.34
C 5.538 10.056 -8.236 1.35
C 5.445 10.486 -6.879 -0.01
N 5.376 10.829 -5.771 -0.54
H 4.828 7.849 -6.707 0.27
H 6.344 7.728 -7.704 0.32
H 5.011 6.663 -7.994 0.42
H 3.694 8.995 -8.582 0.39
H 4.862 8.600 -9.710 0.12
H 5.283 10.910 -8.863 -1.00
H 6.612 9.961 -8.393 0.19
```

DFT total energy ... -159464.0270 eV
Maximum force ... 5.892 eV/A
Gap between HOMO and LUMO ... 9.594 eV


Formula: C5H9NO2
Source: the Open Molecules 2025 dataset
Level of theory: ωB97M-V/def2-TZVPD

Structure (XYZ):
```
17
Properties=species:S:1:pos:R:3:nbo_charge:R:1
C 0.746 -0.770 -1.153 -0.48
C -0.489 0.665 -0.388 -0.04
C -1.546 0.887 -1.591 -0.07
O -2.003 -0.232 -2.136 -0.66
C 0.824 0.461 -0.421 0.29
N -0.328 -1.127 2.430 -0.27
C 1.019 -0.641 2.660 -0.40
O 1.887 1.006 0.010 -0.61
H 1.462 -1.575 -1.000 0.22
H -0.105 -1.070 -1.783 0.27
H -1.013 1.557 -2.357 0.19
H -0.830 0.179 0.516 0.18
H -2.314 1.457 -1.012 0.16
H -0.804 -0.771 3.266 0.34
H 1.217 -0.192 3.615 0.22
H 1.703 -1.451 2.368 0.27
H 0.584 -0.040 1.736 0.38
```

DFT total energy ... -10903.1826 eV
Maximum force ... 8.226 eV/A
ΔE to the lowest compared entry with this formula, charge and spin ... 13.3931 eV
Gap between HOMO and LUMO ... 2.900 eV


Formula: C10H34O10
Source: the Open Molecules 2025 dataset
Level of theory: ωB97M-V/def2-TZVPD

Structure (XYZ):
```
54
Properties=species:S:1:pos:R:3:nbo_charge:R:1
O -0.001 1.093 -0.463 -0.74
C 0.036 0.240 0.639 -0.08
C 1.109 0.713 1.644 -0.07
O 1.097 -0.164 2.662 -0.75
H -0.876 0.978 -0.841 0.48
H -0.941 0.136 1.110 0.17
H 0.299 -0.766 0.313 0.14
H 0.766 1.677 2.019 0.16
H 2.104 0.905 1.241 0.16
H 1.570 -0.969 2.436 0.51
O -0.136 -3.139 -0.407 -0.71
C 0.689 -3.989 -1.148 -0.09
C 0.333 -3.791 -2.693 -0.09
O 0.773 -2.639 -3.351 -0.73
H -0.074 -2.294 -0.859 0.47
H 1.730 -3.846 -0.858 0.15
H 0.329 -4.991 -0.917 0.18
H -0.728 -3.888 -2.924 0.19
H 0.987 -4.481 -3.226 0.15
H 1.637 -2.834 -3.722 0.47
O -2.557 -0.682 -1.766 -0.73
C -3.649 -0.028 -1.299 -0.07
C -4.031 1.267 -2.077 -0.10
O -4.390 0.932 -3.416 -0.75
H -2.574 -0.790 -2.720 0.48
H -4.471 -0.739 -1.220 0.16
H -3.360 0.263 -0.290 0.17
H -3.112 1.851 -2.098 0.17
H -4.698 2.001 -1.625 0.19
H -5.329 0.923 -3.613 0.48
C -0.018 1.710 5.042 -0.25
O -0.922 1.097 4.192 -0.72
H 0.740 1.016 5.405 0.16
H 0.530 2.472 4.489 0.15
H -0.412 2.185 5.940 0.17
H -0.296 0.874 3.499 0.48
C 2.854 0.692 -3.412 -0.25
O 2.580 2.031 -2.986 -0.74
H 2.020 0.340 -4.019 0.18
H 3.715 0.781 -4.074 0.17
H 3.272 0.064 -2.626 0.16
H 1.759 2.099 -2.494 0.48
C 3.881 -2.329 2.636 -0.26
O 2.678 -2.368 1.771 -0.75
H 3.660 -2.435 3.698 0.20
H 4.503 -3.205 2.449 0.17
H 4.452 -1.434 2.387 0.18
H 2.912 -2.159 0.864 0.48
C -1.616 3.958 1.211 -0.27
O -2.475 4.825 0.454 -0.72
H -2.149 3.281 1.879 0.17
H -1.026 3.352 0.523 0.18
H -0.935 4.508 1.861 0.17
H -2.242 5.696 0.785 0.47
```

SMILES ... OCCO.OCCO.OCCO.CO.CO.CO.CO
DFT total energy ... -31391.3897 eV
Maximum force ... 2.843 eV/A
ΔE to the lowest compared entry with this formula, charge and spin ... 2.0823 eV
Gap between HOMO and LUMO ... 10.004 eV


Formula: C45H90O15
Source: the Open Molecules 2025 dataset
Level of theory: ωB97M-V/def2-TZVPD

Structure (XYZ):
```
150
Properties=species:S:1:pos:R:3:mulliken_charge:R:1
C -26.648 -26.723 0.182 0.49
C -27.647 -25.757 -0.452 0.73
O -27.749 -24.568 -0.118 -0.52
C -28.676 -26.361 -1.382 -1.50
H -26.034 -26.113 0.845 -0.59
H -26.054 -27.171 -0.615 -0.33
H -27.121 -27.491 0.794 0.64
H -29.377 -25.615 -1.757 0.29
H -29.242 -27.078 -0.787 0.43
H -28.105 -26.899 -2.139 0.26
C -25.090 -29.747 -3.198 -0.97
C -23.797 -29.466 -2.529 0.43
O -23.139 -30.402 -2.093 -0.61
C -23.302 -28.058 -2.418 0.70
H -24.982 -29.463 -4.245 0.34
H -25.872 -29.204 -2.668 0.05
H -25.389 -30.795 -3.222 0.37
H -22.225 -27.912 -2.327 -0.34
H -23.783 -27.599 -1.554 -0.46
H -23.575 -27.615 -3.376 0.51
C -24.798 -21.105 -2.857 -1.32
C -24.599 -21.533 -1.404 0.71
O -23.482 -21.843 -0.995 -0.42
C -25.854 -21.672 -0.497 0.21
H -23.833 -21.060 -3.361 0.32
H -25.343 -20.162 -2.893 0.47
H -25.397 -21.822 -3.418 0.21
H -26.383 -20.727 -0.374 0.44
H -25.487 -21.980 0.482 -0.54
H -26.484 -22.500 -0.820 -0.05
C -19.348 -23.873 0.505 0.09
C -17.938 -23.750 0.035 0.40
O -17.504 -24.350 -0.960 -0.62
C -17.136 -22.726 0.767 -1.34
H -19.324 -24.020 1.585 0.29
H -19.833 -24.758 0.092 -0.59
H -19.864 -22.950 0.239 0.80
H -16.747 -23.057 1.730 0.27
H -17.673 -21.814 1.029 0.25
H -16.283 -22.410 0.168 0.42
C -28.442 -24.762 3.403 -0.42
C -28.096 -23.255 3.239 0.88
O -27.027 -22.789 3.692 -0.46
C -29.161 -22.368 2.675 -1.17
H -28.883 -25.124 2.474 0.21
H -29.184 -24.908 4.188 0.49
H -27.502 -25.291 3.561 -0.34
H -29.122 -22.404 1.586 0.21
H -29.019 -21.395 3.146 0.27
H -30.148 -22.680 3.016 0.41
C -22.667 -30.980 2.035 -1.91
C -22.916 -29.591 1.398 0.81
O -24.046 -29.080 1.329 -0.53
C -21.669 -28.961 0.936 0.28
H -23.586 -31.359 2.482 0.52
H -22.064 -30.928 2.942 0.43
H -22.257 -31.750 1.382 0.38
H -20.818 -29.457 1.404 0.53
H -21.738 -27.880 1.056 -0.60
H -21.580 -29.064 -0.146 0.10
C -23.153 -25.402 0.587 2.71
C -23.028 -24.402 1.748 -0.05
O -21.957 -24.065 2.241 -0.81
C -24.355 -23.871 2.219 1.28
H -23.728 -24.963 -0.228 -0.14
H -23.654 -26.315 0.910 -0.44
H -22.166 -25.691 0.227 -1.34
H -24.661 -24.292 3.177 0.12
H -25.178 -24.008 1.517 -0.51
H -24.259 -22.791 2.328 -0.70
C -19.690 -24.740 -4.646 -1.25
C -20.247 -23.909 -3.537 0.80
O -19.821 -22.774 -3.288 -0.62
C -21.524 -24.420 -2.928 0.59
H -19.121 -25.590 -4.271 0.20
H -18.989 -24.101 -5.183 0.38
H -20.495 -25.140 -5.262 0.36
H -22.214 -23.598 -2.734 -0.19
H -21.314 -24.888 -1.967 -0.55
H -22.015 -25.133 -3.591 0.28
C -19.560 -27.087 -1.862 1.07
C -18.469 -28.013 -1.498 0.13
O -18.665 -28.701 -0.521 -0.54
C -17.229 -28.142 -2.372 -1.51
H -20.429 -27.175 -1.210 -1.02
H -19.837 -27.410 -2.866 0.92
H -19.169 -26.069 -1.870 -0.27
H -17.504 -28.370 -3.401 0.40
H -16.495 -28.895 -2.082 0.39
H -16.551 -27.289 -2.339 0.31
C -24.686 -27.162 4.000 0.34
C -24.367 -27.982 5.236 0.44
O -23.846 -27.460 6.199 -0.59
C -24.571 -29.478 5.147 -0.95
H -23.772 -26.614 3.774 0.05
H -25.580 -26.579 4.222 -0.06
H -24.942 -27.827 3.175 -0.03
H -24.279 -29.918 6.100 0.39
H -23.933 -29.972 4.415 0.00
H -25.638 -29.691 5.071 0.35
C -23.799 -21.953 5.299 -0.13
C -23.682 -21.371 6.664 0.47
O -23.628 -22.092 7.670 -0.61
C -23.523 -19.853 6.758 -0.85
H -24.044 -23.001 5.467 0.24
H -22.945 -21.765 4.649 0.16
H -24.708 -21.570 4.835 0.03
H -23.507 -19.599 7.818 0.35
H -24.366 -19.434 6.209 0.17
H -22.624 -19.505 6.248 0.15
C -22.075 -20.257 1.693 -0.07
C -20.862 -20.386 2.598 0.63
O -19.935 -21.120 2.322 -0.50
C -20.826 -19.474 3.795 -1.18
H -22.218 -19.260 1.275 0.50
H -22.985 -20.565 2.209 -0.17
H -21.998 -20.904 0.819 -0.16
H -20.790 -19.984 4.758 0.24
H -21.736 -18.874 3.793 0.21
H -19.901 -18.906 3.694 0.50
C -19.346 -26.633 2.060 0.26
C -17.909 -26.439 2.438 0.45
O -17.564 -25.415 2.936 -0.56
C -16.893 -27.562 2.256 -1.14
H -19.473 -26.770 0.987 -0.53
H -19.980 -25.789 2.333 0.02
H -19.670 -27.597 2.452 0.66
H -16.079 -27.601 2.980 0.38
H -16.498 -27.503 1.242 0.14
H -17.429 -28.495 2.429 0.35
C -26.700 -24.783 -5.303 -1.46
C -26.101 -25.576 -4.147 0.33
O -26.036 -26.806 -4.116 -0.48
C -25.525 -24.761 -3.033 0.57
H -27.469 -24.110 -4.926 0.35
H -27.190 -25.454 -6.008 0.41
H -25.984 -24.222 -5.905 0.33
H -26.288 -24.104 -2.616 0.25
H -24.685 -24.285 -3.540 0.37
H -25.094 -25.380 -2.246 -0.67
C -26.365 -16.999 2.940 -1.39
C -25.676 -18.383 3.079 0.53
O -24.692 -18.509 3.835 -0.48
C -26.238 -19.537 2.367 0.10
H -26.305 -16.595 1.929 0.35
H -25.809 -16.424 3.680 0.36
H -27.400 -17.008 3.282 0.35
H -26.151 -19.307 1.305 0.19
H -27.280 -19.657 2.665 0.22
H -25.707 -20.449 2.637 -0.22
```

DFT total energy ... -78835.0281 eV
Maximum force ... 3.046 eV/A
ΔE to the lowest compared entry with this formula, charge and spin ... 0.8940 eV
Gap between HOMO and LUMO ... 8.966 eV


Formula: C3H5Br2N3
Source: the Open Molecules 2025 dataset
Level of theory: ωB97M-V/def2-TZVPD

Structure (XYZ):
```
13
Properties=species:S:1:pos:R:3:nbo_charge:R:1
C -1.788 0.413 -1.006 -0.40
N -0.740 0.442 0.000 -0.06
N 0.304 1.137 -0.472 -0.21
C 1.404 0.654 0.150 0.01
Br 3.173 1.266 -0.022 0.13
C 1.093 -0.532 0.992 -0.01
Br 2.128 -2.218 -0.116 -0.36
N -0.254 -0.528 0.921 -0.42
H -1.448 1.183 -1.545 0.24
H -1.694 -0.586 -1.510 0.21
H -2.857 0.634 -0.520 0.21
H 1.481 -0.512 2.036 0.24
H -0.802 -1.354 1.090 0.42
```

SMILES ... CN1N=C(Br)[C@H](Br)N1
DFT total energy ... -147744.1423 eV
Maximum force ... 6.063 eV/A
ΔE to the lowest compared entry with this formula, charge and spin ... 0.3863 eV
Gap between HOMO and LUMO ... 8.233 eV